Run one
6 unconnected molecules or ions with the total composition C18H36O18. Source: the OMol25 dataset; level of theory: ωB97M-V/def2-TZVPD.

Positions of all 72 atoms, in Å:
C  1.80545  -3.49711  2.23303
O  0.94914  -4.07531  3.21530
C  0.86174  -3.41542  4.36643
O  1.42580  -2.37810  4.61209
O  0.10945  -4.10845  5.19913
C  -0.27868  -3.52011  6.41887
H  1.82808  -4.10082  1.33510
H  2.80434  -3.23604  2.58155
H  1.36229  -2.51961  2.01297
H  0.53270  -3.10477  7.01299
H  -0.80599  -4.28432  6.98596
H  -1.02312  -2.73487  6.28806
C  -5.85049  0.28754  -6.65675
O  -4.85524  -0.68529  -6.39428
C  -5.14089  -1.58359  -5.44683
O  -6.15433  -1.61387  -4.80911
O  -4.08965  -2.37160  -5.32219
C  -3.94380  -2.98487  -4.07415
H  -5.79140  1.08855  -5.91938
H  -6.81828  -0.20522  -6.74143
H  -5.71596  0.80328  -7.60896
H  -3.05686  -3.59665  -3.89237
H  -4.63193  -3.79751  -3.80372
H  -4.03003  -2.31643  -3.21727
C  -0.45809  3.51310  4.01872
O  -0.41492  2.15460  4.44404
C  -1.54882  1.44787  4.38564
O  -2.64351  1.86330  4.15931
O  -1.19273  0.19701  4.60376
C  -2.10153  -0.84249  4.32295
H  0.04909  4.08749  4.79666
H  -1.47464  3.82388  3.80142
H  0.21890  3.68185  3.17707
H  -1.96767  -1.25647  3.31188
H  -3.08055  -0.42808  4.05650
H  -2.06542  -1.67718  5.00424
C  -1.43213  1.30835  -4.19577
O  -0.28009  2.10584  -3.99408
C  -0.32654  3.39425  -4.38879
O  -1.34831  3.97477  -4.70149
O  0.86422  3.89940  -4.29746
C  1.08431  5.21705  -4.81891
H  -1.08506  0.28565  -4.07200
H  -1.92768  1.36511  -5.16697
H  -2.19535  1.58959  -3.46780
H  0.57068  5.91949  -4.16543
H  0.65421  5.22747  -5.81743
H  2.11452  5.55462  -4.88290
C  7.42723  0.00558  -0.81002
O  6.19417  0.37965  -0.17744
C  6.23367  0.62169  1.12158
O  7.15446  0.37347  1.85961
O  5.02749  1.09077  1.45957
C  4.76908  1.38386  2.82201
H  7.44401  0.42690  -1.81108
H  7.41454  -1.08126  -0.84039
H  8.32601  0.35267  -0.30701
H  4.88023  0.52650  3.48618
H  3.76528  1.77676  2.95450
H  5.48330  2.15098  3.12816
C  -1.82874  -1.61317  -1.15978
O  -1.41063  -1.14475  0.10200
C  -0.27322  -0.47369  0.13931
O  0.33332  -0.08620  -0.81383
O  0.06695  -0.35599  1.41270
C  1.12805  0.49190  1.81477
H  -1.20610  -2.44271  -1.51022
H  -1.80858  -0.87435  -1.95905
H  -2.81328  -2.05954  -1.04112
H  1.26218  1.24276  1.02844
H  2.07730  -0.05007  1.83266
H  0.84802  0.90235  2.78026

For the gap between HOMO and LUMO, the calculation gives 11.184 eV. The net charge is 0. As for the SMILES: COC(=O)OC.COC(=O)OC.COC(=O)OC.COC(=O)OC.COC(=O)OC.COC(=O)OC. The calculation puts the HOMO energy at -10.67 eV.

Löwdin atomic charge list, values in e, 8 entries:
1. C -0.03
2. O 0.01
3. C -0.62
4. O 0.13
5. O 0.02
6. C -0.04
7. H 0.10
8. H 0.10

Run two
6 unconnected molecules or ions with the total composition C18H36O18. Source: the OMol25 dataset; level of theory: ωB97M-V/def2-TZVPD.

Positions of all 72 atoms, in Å:
C  3.80393  1.18877  -3.46402
O  2.44135  1.50045  -3.27122
C  2.07049  1.97453  -2.06417
O  2.81752  2.03861  -1.09261
O  0.81963  2.50098  -2.17840
C  0.12253  2.95495  -1.10978
H  4.08605  0.29468  -2.90805
H  4.43412  2.05048  -3.24395
H  4.02514  0.85569  -4.47803
H  -0.44428  2.15735  -0.62950
H  -0.63420  3.66112  -1.45154
H  0.71168  3.50264  -0.37422
C  -1.65109  -0.19256  -1.89974
O  -2.34848  -0.04189  -3.06269
C  -2.73788  1.19302  -3.38900
O  -2.25871  2.19904  -2.93851
O  -3.66234  1.01597  -4.27484
C  -4.44176  2.08926  -4.70936
H  -0.76129  0.43537  -1.94526
H  -1.40093  -1.24878  -1.80006
H  -2.28082  0.15938  -1.08262
H  -5.22128  1.70568  -5.36762
H  -3.82086  2.76584  -5.29657
H  -4.81843  2.58928  -3.81705
C  2.82177  -1.41827  8.51434
O  2.18126  -1.78195  7.26511
C  0.99410  -2.29521  7.28923
O  0.29836  -2.40045  8.28453
O  0.68105  -2.56838  5.99190
C  -0.47486  -3.42627  5.71462
H  2.18676  -0.69351  9.02382
H  3.72361  -0.83910  8.31595
H  2.88798  -2.25339  9.21169
H  -1.44523  -2.96350  5.89447
H  -0.42723  -4.40224  6.19764
H  -0.41043  -3.63650  4.64703
C  1.53061  -0.00352  3.86310
O  1.52334  -1.00306  2.78013
C  0.93962  -0.72670  1.58294
O  0.13128  0.18827  1.28263
O  1.49202  -1.62634  0.77347
C  1.24025  -1.70359  -0.55625
H  2.30880  -0.09407  4.62095
H  0.53325  -0.12068  4.28696
H  1.48618  1.02400  3.50210
H  1.54954  -0.75638  -0.99810
H  0.20702  -1.92253  -0.82569
H  1.91443  -2.42647  -1.01563
C  -1.44519  2.71572  2.53424
O  -2.28623  3.89444  2.51474
C  -3.35654  4.18144  1.69975
O  -4.04046  5.17872  1.84312
O  -3.55156  3.25124  0.75977
C  -4.77795  3.29009  0.06668
H  -0.80363  2.70938  3.41540
H  -0.74813  2.96178  1.73319
H  -1.89374  1.73605  2.36954
H  -5.46585  2.49348  0.35004
H  -4.53040  3.08941  -0.97570
H  -5.16057  4.30559  -0.03561
C  0.20274  -1.52969  -4.36545
O  0.83821  -2.61461  -5.05155
C  1.85693  -3.28947  -4.60548
O  2.41261  -3.01437  -3.48124
O  2.05663  -4.28880  -5.31870
C  3.27487  -5.01623  -5.15952
H  0.78102  -0.60889  -4.28927
H  -0.21639  -1.90962  -3.43373
H  -0.71488  -1.27247  -4.89450
H  4.09095  -4.63133  -5.77105
H  3.12922  -6.01513  -5.57071
H  3.62477  -5.11679  -4.13211

For the gap between HOMO and LUMO, the calculation gives 11.020 eV. The net charge is 0. As for the SMILES: COC(=O)OC.COC(=O)OC.COC(=O)OC.COC(=O)OC.COC(=O)OC.COC(=O)OC. The calculation puts the HOMO energy at -10.49 eV.

Löwdin atomic charge list, values in e, 8 entries:
1. C -0.06
2. O -0.02
3. C -0.53
4. O 0.11
5. O -0.01
6. C -0.11
7. H 0.10
8. H 0.10

The least stable of them is run two.

Run one
C13H18O2 in the gas phase. Source: the OMol25 dataset; level of theory: ωB97M-V/def2-TZVPD.

Positions of all 33 atoms, in Å:
C  1.41219  -2.88035  0.77743
C  1.45977  -1.83069  1.67889
C  0.32740  -1.07201  1.91748
C  -0.86657  -1.34949  1.26123
C  -2.07330  -0.48912  1.50810
C  -1.94708  0.87849  0.82264
C  -2.15646  0.80654  -0.69507
O  -1.25561  -0.03134  -1.38514
C  -0.15000  0.56593  -2.01377
C  1.02521  0.92274  -1.08312
C  1.02877  2.37611  -0.66964
C  2.26745  3.04412  -0.26436
O  1.67797  3.28885  -1.50850
C  -0.90507  -2.40953  0.36685
C  0.22612  -3.16822  0.12438
H  2.29569  -3.47228  0.58792
H  2.38038  -1.60138  2.19665
H  0.36999  -0.25383  2.62436
H  -2.97080  -0.99168  1.14441
H  -2.18325  -0.32638  2.58360
H  -2.70978  1.55239  1.22059
H  -0.96804  1.30061  1.05152
H  -2.13212  1.82040  -1.11872
H  -3.15054  0.38343  -0.88533
H  -0.45903  1.46175  -2.57197
H  0.18203  -0.19048  -2.72965
H  1.96048  0.72031  -1.60667
H  0.98078  0.28115  -0.20095
H  0.09931  2.75388  -0.24876
H  3.19909  2.49061  -0.28761
H  2.23294  3.86602  0.44203
H  -1.82444  -2.63361  -0.15238
H  0.18258  -3.98787  -0.57794

For the gap between HOMO and LUMO, the calculation gives 9.800 eV. The net charge is 0. As for the SMILES: c1ccc(CCCOCC[C@H]2CO2)cc1. The calculation puts the HOMO energy at -8.86 eV.

Löwdin atomic charge list, values in e, 8 entries:
1. C -0.10
2. C -0.10
3. C -0.07
4. C -0.25
5. C -0.14
6. C -0.16
7. C -0.21
8. O -0.15

Run two
C13H18O2 in the gas phase. Source: the OMol25 dataset; level of theory: ωB97M-V/def2-TZVPD.

Positions of all 33 atoms, in Å:
C  -0.23901  2.82816  -0.26360
C  1.09699  2.09889  -0.49505
C  0.99188  0.66992  -1.04149
C  1.40459  0.37951  -2.48722
C  0.08417  0.18819  -3.33746
C  0.84520  -0.40695  -0.16776
C  0.84177  -1.87604  -0.52976
C  0.70311  -2.70717  0.63010
C  0.40376  -1.86972  1.84007
C  0.62047  -0.41504  1.37958
C  -0.73551  -0.95421  1.82473
C  -1.13365  -0.45189  3.21918
C  -1.92384  -1.21412  0.92965
O  -2.45835  -2.24320  0.64477
O  -2.37705  0.04038  0.47049
H  -0.59339  2.57377  0.80897
H  -1.01541  2.59608  -0.97460
H  -0.01400  3.95665  -0.16856
H  1.64795  2.07485  0.43830
H  1.66018  2.68570  -1.16560
H  1.96735  1.17746  -2.97858
H  1.95143  -0.51026  -2.62529
H  0.35190  -0.17205  -4.31529
H  -0.30794  1.15979  -3.50960
H  -0.63920  -0.40237  -2.80851
H  1.12476  -2.30364  -1.45572
H  0.69957  -3.74985  0.62901
H  0.92456  -2.21256  2.75099
H  1.16334  0.40471  1.94065
H  -0.24002  -0.31169  3.81521
H  -1.72508  -1.32509  3.65795
H  -1.88187  0.37791  3.33445
H  -3.19870  -0.08611  0.00996

For the gap between HOMO and LUMO, the calculation gives 8.431 eV. The net charge is 0. As for the SMILES: CCC(CC)=C1C=C[C@H]2[C@@H]1[C@@]2(C)C(=O)O. The calculation puts the HOMO energy at -7.81 eV.

Löwdin atomic charge list, values in e, 8 entries:
1. C -0.10
2. C -0.21
3. C -0.17
4. C -0.18
5. C -0.08
6. C -0.11
7. C 0.01
8. C 0.02

The least stable of them is run two.

Run one
7 unconnected molecules or ions with the total composition C15H44O7. Source: the OMol25 dataset; level of theory: ωB97M-V/def2-TZVPD.

Positions of all 66 atoms, in Å:
C  -2.01506  0.94843  1.52456
C  -3.46400  0.75257  1.99208
C  -4.20486  -0.01990  0.85269
O  -3.52891  0.10161  3.05615
H  -1.92508  1.82853  0.83692
H  -1.54099  0.04512  1.15817
H  -1.51759  1.28598  2.44264
H  -3.99051  1.66651  2.14642
H  -3.73570  -0.95107  0.49833
H  -4.22498  0.72434  0.05739
H  -5.24612  -0.15952  1.15465
H  -4.31819  0.38112  3.54728
C  2.38042  0.06153  2.89259
C  1.29996  -0.35479  3.91867
C  1.51560  0.33758  5.29374
O  0.10504  -0.09819  3.64568
H  2.53327  -0.56693  2.02454
H  3.35483  0.15000  3.41404
H  2.11938  1.09437  2.60858
H  1.40111  -1.41189  4.11821
H  2.46802  0.04899  5.68562
H  0.87104  0.14037  6.09060
H  1.61814  1.37367  5.28706
H  -0.44786  -0.85854  3.88694
C  2.11255  2.59948  0.28257
C  0.73058  2.16862  -0.12719
C  -0.15306  3.36319  -0.59380
O  0.77165  1.28139  -1.05014
H  2.87319  1.83392  0.28646
H  2.11797  3.00107  1.27382
H  2.38278  3.33862  -0.50795
H  0.38629  1.70665  0.76825
H  -1.14924  3.05253  -0.91631
H  0.21498  3.92542  -1.43152
H  -0.43381  3.93029  0.31485
H  -0.17785  1.10368  -1.32590
C  0.48296  -1.24084  -3.59734
C  -0.49780  -1.28892  -4.77151
C  -0.80726  -2.74563  -5.10087
O  -1.61729  -0.77492  -4.52825
H  1.38558  -1.82621  -3.79479
H  0.09447  -1.58062  -2.64439
H  0.76998  -0.19330  -3.40580
H  -0.12818  -0.90217  -5.71649
H  -1.62420  -2.81742  -5.84112
H  -1.10297  -3.41187  -4.25252
H  0.01858  -3.20263  -5.54609
H  -1.68631  0.14562  -4.78436
C  1.12914  -1.72723  -0.04584
O  2.28346  -1.08886  -0.68438
H  0.55281  -0.84452  0.24807
H  1.28931  -2.30184  0.82619
H  0.56100  -2.38950  -0.71380
H  2.05407  -0.14280  -0.85627
C  3.38765  1.35693  -3.02526
O  2.31431  2.22930  -3.05636
H  3.09458  0.31968  -3.18505
H  3.84323  1.36792  -2.04237
H  4.23909  1.69727  -3.66296
H  1.72622  1.97211  -2.40115
C  -1.76451  -2.74680  1.41567
O  -1.77770  -4.17282  1.26081
H  -2.76841  -2.42044  1.75042
H  -1.62597  -2.21432  0.50973
H  -1.02097  -2.42534  2.17032
H  -1.98789  -4.45457  0.36909

For the gap between HOMO and LUMO, the calculation gives 10.106 eV. The net charge is 0. As for the SMILES: CC(C)O.CC(C)O.CC(C)O.CC(C)O.CO.CO.CO. The calculation puts the HOMO energy at -9.75 eV.

Löwdin atomic charge list, values in e, 8 entries:
1. C -0.03
2. C -0.62
3. C -0.04
4. O 0.02
5. H 0.08
6. H 0.06
7. H 0.08
8. H 0.13

Run two
7 unconnected molecules or ions with the total composition C15H44O7. Source: the OMol25 dataset; level of theory: ωB97M-V/def2-TZVPD.

Positions of all 66 atoms, in Å:
C  3.37667  -3.55742  -0.27698
C  3.54480  -2.06242  -0.52602
C  4.38334  -1.39701  0.54869
O  4.11442  -1.75147  -1.80467
H  2.90145  -3.64723  0.70233
H  4.32500  -4.08874  -0.31663
H  2.67137  -3.98623  -0.99440
H  2.54238  -1.60430  -0.48647
H  5.39738  -1.79490  0.61688
H  3.86863  -1.50137  1.50247
H  4.49683  -0.32790  0.34595
H  3.61423  -2.19758  -2.49384
C  -0.45931  -3.70464  1.10460
C  -1.16526  -4.23135  -0.13865
C  -1.25198  -3.16760  -1.20477
O  -0.46978  -5.32942  -0.69818
H  -0.96264  -2.82965  1.51001
H  0.54888  -3.40196  0.80017
H  -0.30657  -4.50990  1.82784
H  -2.18586  -4.54234  0.12719
H  -2.13610  -2.54597  -1.06340
H  -1.28278  -3.60696  -2.20170
H  -0.38920  -2.49687  -1.19005
H  -0.34328  -6.02499  -0.04636
C  2.14054  0.50167  5.27712
C  2.28902  -0.77611  4.46299
C  1.61455  -0.67585  3.10414
O  3.69483  -1.05805  4.27231
H  1.08879  0.75906  5.43387
H  2.67046  1.32713  4.80449
H  2.51965  0.34790  6.29186
H  1.94445  -1.64392  5.02187
H  0.55575  -0.43910  3.25025
H  1.69853  -1.62787  2.57791
H  2.04829  0.09559  2.46682
H  4.17034  -0.22690  4.17683
C  -0.62151  5.61909  -4.48155
C  -1.57747  4.96088  -3.49859
C  -0.89307  4.42669  -2.24021
O  -2.63621  5.88038  -3.14278
H  -1.06930  5.69674  -5.47311
H  0.27153  5.00111  -4.60195
H  -0.33378  6.61613  -4.14862
H  -2.13288  4.15818  -3.98090
H  -0.85923  5.15782  -1.42932
H  0.16747  4.23108  -2.43476
H  -1.34226  3.48354  -1.93640
H  -2.26688  6.51381  -2.52038
C  0.17113  0.79154  -0.47815
O  -1.03015  0.30560  -1.03742
H  0.12659  0.88490  0.61036
H  0.98356  0.07915  -0.66145
H  0.46394  1.72031  -0.97630
H  -1.76566  0.58155  -0.47884
C  -3.26882  1.35746  2.32137
O  -3.18319  1.16503  0.90034
H  -2.70806  0.54639  2.77888
H  -2.81114  2.30173  2.61615
H  -4.30423  1.29455  2.65476
H  -3.62562  1.90555  0.47359
C  -4.23307  0.36110  -2.47075
O  -4.92000  1.23750  -3.32900
H  -4.59826  -0.67891  -2.52691
H  -3.20365  0.29327  -2.82162
H  -4.22121  0.55981  -1.39310
H  -5.84643  1.27276  -3.07778

For the gap between HOMO and LUMO, the calculation gives 10.332 eV. The net charge is 0. As for the SMILES: CC(C)O.CC(C)O.CC(C)O.CC(C)O.CO.CO.CO. The calculation puts the HOMO energy at -9.97 eV.

Löwdin atomic charge list, values in e, 8 entries:
1. C -0.05
2. C -0.50
3. C -0.05
4. O -0.05
5. H 0.07
6. H 0.08
7. H 0.08
8. H 0.11

The least stable of them is run one.